(1)
{
  "formula": "C7H17BNNbO4P2",
  "method": "wB97M-V/def2-TZVPD",
  "elements": ["Nb", "P", "P", "O", "O", "O", "O", "N", "C", "C", "C", "C", "C", "C", "C", "B", "H", "H", "H", "H", "H", "H", "H", "H", "H", "H", "H", "H", "H", "H", "H", "H", "H"],
  "positions_angstrom": [[0.877380, 0.024337, -0.125943], [-0.941705, 1.060006, -1.575089], [-0.715046, -0.614783, 1.833981], [-2.157771, -1.397307, 1.332513], [2.659386, 1.914500, -1.704459], [3.136642, -0.185418, -2.229862], [3.676829, 0.073615, 1.704718], [2.664000, -2.134971, 1.815429], [-0.610132, 2.809949, -2.073728], [-0.593735, -2.523957, -1.423137], [-2.639663, 1.143878, -0.834161], [2.479984, 0.674489, -1.585109], [-1.691651, -2.979555, -1.615581], [-1.291662, 1.012100, 2.583445], [0.732267, -2.073405, -1.092378], [2.616574, -0.742901, 1.281525], [1.070785, 1.608107, 0.793396], [-2.520579, -3.534016, -1.959101], [0.411421, 2.900652, -2.430450], [1.777242, -2.398693, 2.224978], [-0.901654, 1.111776, 3.594243], [2.943754, -2.807261, 1.116990], [1.256796, -1.937835, -2.038816], [-2.683344, 1.604454, 0.148351], [-3.275404, 1.744718, -1.494747], [-0.914291, 1.844964, 2.000816], [-2.830665, -1.175129, 1.978467], [-3.057711, 0.142974, -0.838326], [1.273766, -2.849584, -0.556754], [3.655533, 0.036637, 2.668188], [-2.380720, 1.052175, 2.660481], [-1.267074, 3.086638, -2.904615], [-0.759553, 3.508846, -1.255265]],
  "forces_ev_per_a": [[0.57, -0.71, -3.21], [0.31, 0.62, 0.70], [0.16, -0.15, 1.01], [-0.10, 0.48, -0.13], [-0.57, 0.29, 0.14], [-0.46, -0.62, 0.20], [-0.50, 0.19, -0.08], [0.16, 0.37, 0.71], [-0.39, -0.03, -0.38], [0.47, -0.38, 0.55], [-0.19, 0.37, -0.82], [1.15, 0.54, -0.05], [-0.19, -0.16, -0.40], [-0.02, -0.30, 0.00], [-0.47, -0.26, 0.09], [0.38, 0.76, 0.25], [-0.29, -0.38, 0.62], [-0.40, 0.04, 0.05], [0.25, -0.18, 0.18], [-0.27, -0.22, -0.41], [0.07, -0.05, 0.14], [-0.04, -0.14, -0.06], [0.31, 0.52, 0.05], [0.13, -0.15, 0.23], [-0.04, 0.05, -0.07], [-0.13, 0.19, -0.17], [-0.11, -0.14, 0.14], [0.03, -0.20, 0.36], [-0.07, -0.16, 0.19], [0.52, -0.38, 0.12], [-0.12, -0.01, -0.11], [-0.15, 0.09, 0.00], [-0.01, 0.07, 0.17]],
  "nbo_charge": [1.0526, 0.3136, 0.3557, -0.9897, -0.7696, -0.7844, -0.9594, -1.2282, -0.9196, 0.0585, -0.9202, 0.4153, -0.4023, -0.9399, -0.9892, 0.7014, -0.3135, 0.1996, 0.2735, 0.3893, 0.2043, 0.3807, 0.2783, 0.2080, 0.1877, 0.2380, 0.4537, 0.2415, 0.2276, 0.4635, 0.1895, 0.1800, 0.2036],
  "energy_ev": -38013.4281,
  "largest_force_ev_per_a": 3.33,
  "mol_weight_g_mol": 344.9,
  "e_homo_ev": 0.4,
  "charge": -2
}

(2)
{
  "formula": "C29H42IrN4O4S6",
  "method": "wB97M-V/def2-TZVPD",
  "elements": ["Ir", "S", "S", "S", "S", "S", "S", "O", "O", "O", "O", "N", "N", "N", "N", "C", "C", "C", "C", "C", "C", "C", "C", "C", "C", "C", "C", "C", "C", "C", "C", "C", "C", "C", "C", "C", "C", "C", "C", "C", "C", "C", "C", "C", "H", "H", "H", "H", "H", "H", "H", "H", "H", "H", "H", "H", "H", "H", "H", "H", "H", "H", "H", "H", "H", "H", "H", "H", "H", "H", "H", "H", "H", "H", "H", "H", "H", "H", "H", "H", "H", "H", "H", "H", "H", "H"],
  "positions_angstrom": [[0.143100, -0.782700, -0.499400], [-0.497700, 2.012400, -1.743700], [-2.121300, -1.043700, -1.485800], [-1.846700, -1.780400, -5.506100], [-0.707400, 1.857400, 1.634500], [-3.635700, 2.470500, 0.298100], [2.081100, -0.525300, 1.503200], [-2.997300, -1.462900, -6.303600], [-1.090600, -0.964700, 1.364200], [-0.564000, -1.697700, -6.146600], [-0.337000, -2.874000, 0.611800], [1.377900, -0.748600, -1.943200], [-1.842300, -0.863000, -4.111800], [3.084400, -2.915100, 0.997400], [1.788400, -2.788600, 2.873600], [0.462100, 2.912900, 0.727200], [-2.264400, 2.289500, -2.209600], [-3.159100, -4.234600, 4.516600], [-2.853800, 3.702200, 1.413700], [-1.035200, -2.211400, 1.426400], [1.449200, 0.404800, -4.081800], [-3.133500, -2.848700, 4.489100], [-2.392500, -5.659900, -4.207000], [-1.832700, -4.313100, 2.518400], [-2.072500, -3.364300, -4.680800], [3.292500, 0.632700, -2.418400], [-2.455800, -2.192300, 3.479400], [-2.422000, -5.375900, -2.847200], [-0.017300, 3.396100, -0.631400], [-2.210000, -4.648400, -5.144900], [-3.197000, 3.124100, -1.354700], [-2.297500, -4.078300, -2.386100], [1.090400, -2.152200, 3.964400], [5.154100, -1.724000, 0.413600], [-1.991400, -1.636300, -3.083400], [2.029400, -1.984900, 5.153900], [-2.127200, -3.068900, -3.323900], [2.306600, -2.176800, 1.800300], [-1.789600, -2.922700, 2.499100], [-2.521700, -4.965000, 3.525600], [3.859500, -2.362200, -0.091600], [2.899000, -1.562100, -3.630500], [-1.847000, 3.085000, 2.371500], [2.220300, -0.342100, -2.966000], [-2.430400, -1.114500, 3.430000], [1.118500, 1.376400, -3.730500], [-2.331600, -3.833600, -1.335400], [-2.645700, 1.274600, -2.326500], [-2.563100, -6.045400, 3.544300], [2.137200, -2.186400, -4.087600], [1.489500, -1.581300, 6.003000], [0.236100, -2.777100, 4.239800], [3.588300, -1.227100, -4.402700], [-2.517700, -6.677300, -4.542700], [-1.254200, 3.869100, 2.846200], [4.083200, -3.171400, -0.789500], [3.450800, -2.153700, -2.906100], [3.238900, -3.882300, 1.242600], [1.339300, 2.275800, 0.605100], [0.721400, -1.186000, 3.617600], [-3.681200, -4.748000, 5.310600], [2.845900, -1.310600, 4.907000], [0.723700, 3.766300, 1.352300], [-2.219400, 2.751800, -3.197500], [-2.171900, -4.863700, -6.201400], [2.803700, 1.336600, -1.748600], [3.237500, -1.611600, -0.591600], [-2.366500, 2.516800, 3.142800], [-3.635700, -2.282400, 5.261200], [-2.392300, 4.463500, 0.789500], [0.804800, 3.911200, -1.129900], [4.063500, 0.109100, -1.858600], [2.445900, -2.949700, 5.437500], [-3.652700, 4.173100, 1.990400], [-2.838000, 4.144600, -1.228600], [0.585300, -0.168200, -4.405700], [5.745900, -2.451300, 0.967400], [2.045400, -3.753900, 3.025800], [-1.324100, -4.863700, 1.738200], [3.751600, 1.170200, -3.245700], [-4.143200, 3.174900, -1.897400], [5.741300, -1.366100, -0.427000], [-0.857300, 4.077200, -0.558100], [-2.545700, -6.179000, -2.139300], [2.120700, 0.541100, -4.924900], [4.920200, -0.880000, 1.058300]],
  "forces_ev_per_a": [[1.92, -2.93, -0.85], [-0.44, 0.74, 0.39], [0.86, 0.51, 1.42], [-0.20, -0.31, -0.70], [0.13, 0.62, 0.31], [0.09, 0.37, -0.04], [-0.86, 0.73, -0.90], [0.02, -0.06, 0.35], [0.17, 1.00, -0.99], [0.09, -0.12, 0.34], [0.03, 0.95, -0.42], [-3.22, 1.10, 3.45], [-0.05, -0.45, 0.13], [-0.38, -0.22, 0.32], [0.26, -0.12, -0.54], [-0.51, -0.23, 0.25], [0.52, 0.11, -0.21], [-0.04, -0.04, 0.04], [-0.34, -0.34, -0.26], [0.01, -1.14, 0.13], [-0.14, -0.09, 0.27], [0.00, 0.02, 0.12], [0.03, 0.12, -0.01], [0.10, 0.15, -0.10], [0.05, 0.68, 0.47], [-0.31, -0.27, 0.28], [0.09, -0.02, -0.20], [-0.02, -0.14, -0.10], [-0.05, -0.41, -0.59], [0.05, -0.08, -0.27], [-0.06, -0.21, 0.31], [0.06, 0.34, -0.17], [-0.06, 0.19, 0.52], [-0.25, -0.15, -0.15], [0.40, 0.79, -0.51], [-0.19, 0.02, -0.17], [-0.09, -1.02, -0.44], [0.25, -0.65, 0.15], [-0.18, 0.03, 0.02], [0.01, -0.12, 0.06], [0.35, 0.35, -0.16], [-0.12, 0.09, 0.21], [0.49, -0.37, -0.38], [0.98, 0.07, -1.54], [0.02, 0.11, 0.01], [-0.05, 0.03, 0.00], [0.04, 0.01, 0.09], [0.03, 0.14, 0.01], [0.01, -0.04, -0.01], [-0.07, -0.12, -0.11], [-0.07, 0.07, 0.19], [0.07, 0.09, -0.07], [0.02, 0.05, -0.06], [0.03, -0.12, -0.04], [-0.07, -0.02, 0.15], [-0.13, 0.04, 0.02], [0.06, -0.07, 0.12], [-0.04, 0.06, -0.07], [0.10, 0.10, 0.00], [-0.04, -0.13, -0.01], [-0.06, -0.04, 0.05], [0.08, 0.06, -0.03], [0.18, 0.04, 0.04], [-0.15, -0.04, -0.02], [-0.03, -0.06, -0.11], [0.03, 0.20, 0.01], [0.17, -0.33, 0.01], [0.02, 0.05, 0.07], [-0.04, 0.02, 0.01], [-0.01, 0.06, 0.04], [-0.05, 0.17, 0.02], [0.09, -0.07, 0.08], [0.07, -0.07, 0.11], [0.06, 0.08, -0.06], [-0.07, 0.04, -0.04], [-0.02, 0.00, -0.06], [0.09, -0.01, 0.03], [-0.04, 0.03, -0.07], [0.01, 0.00, -0.01], [0.02, -0.02, -0.04], [0.07, 0.12, -0.04], [0.13, 0.06, -0.10], [0.02, 0.12, 0.06], [-0.06, -0.14, 0.09], [0.08, -0.02, -0.13], [0.04, 0.02, 0.05]],
  "lowdin_charge": [0.9976, 0.8178, 0.7091, 0.6538, 0.8118, 0.8488, 0.7133, -0.2856, -0.2521, -0.2969, -0.0886, -0.0818, -0.0446, 0.0110, 0.0183, -0.5342, -0.5144, -0.0842, -0.5277, -0.6964, -0.0540, -0.0725, -0.0625, -0.0229, -0.1963, -0.0218, -0.0210, -0.0611, -0.4941, -0.0340, -0.5218, -0.0169, -0.2594, -0.0856, -0.7403, -0.0685, -0.2371, -0.7531, -0.1522, -0.0784, -0.2804, -0.0283, -0.5221, -0.7179, 0.1201, 0.0254, 0.0910, -0.0104, 0.1023, 0.0844, 0.0746, 0.1126, 0.0876, 0.1049, 0.0737, 0.1188, 0.0566, 0.1492, 0.0325, 0.0859, 0.1018, 0.0743, 0.0783, 0.0732, 0.1205, 0.0721, 0.0370, 0.0646, 0.1045, 0.0540, 0.0690, 0.0644, 0.0719, 0.0660, 0.0613, 0.0476, 0.0725, 0.1526, 0.1157, 0.0896, 0.0703, 0.0700, 0.0438, 0.1043, 0.0886, 0.0500],
  "energy_ev": -112752.8690,
  "largest_force_ev_per_a": 4.85,
  "mol_weight_g_mol": 895.3,
  "multiplicity": 2,
  "e_homo_ev": [-7.3, -7.1],
  "s_squared": 0.812
}